(1)
Formula: C28H43F4OSi4
Source: OMol25
Level of theory: wB97M-V/def2-TZVPD

Computed properties:
HOMO level in eV: -11.71
Net charge: +1

Element x y z (Å)
F: 2.1388 -5.6338 -1.1311
C: 2.5485 -4.3283 -1.3405
C: 3.8405 -4.0075 -0.9499
C: 4.1975 -2.6753 -1.0861
F: 5.4380 -2.2580 -0.6567
C: 3.3223 -1.6976 -1.5635
C: 1.9993 -2.0340 -1.9220
C: 1.2377 -0.8742 -2.6891
C: 0.2323 -1.4577 -3.5697
C: 0.3162 -1.0388 -4.8889
C: -0.6816 -1.4774 -5.7633
F: -0.7429 -0.8854 -7.0257
C: -1.6855 -2.3537 -5.3553
C: -1.7014 -2.7591 -4.0188
F: -2.6316 -3.6799 -3.6308
C: -0.8447 -2.2238 -3.0735
C: 1.6418 -3.4012 -1.8634
H: 4.5074 -4.7223 -0.4706
H: 3.7345 -0.6833 -1.7171
H: 2.0593 -0.5764 -3.4440
H: 1.1522 -0.4252 -5.2749
H: -2.4289 -2.6927 -6.0713
H: -0.9466 -2.5049 -2.0220
H: 0.7305 -3.8642 -2.2520
C: 1.2511 1.8572 4.7938
Si: 0.8102 2.7151 3.1408
C: -0.1282 4.3344 3.4970
C: 2.3681 3.1149 2.1316
Si: -0.4719 1.2268 1.8541
Si: 0.5378 -0.8436 1.8996
C: 0.5110 -1.6679 3.5793
C: -0.3758 -1.8719 0.6062
C: 2.3173 -0.5361 1.3697
Si: -2.5463 1.1229 2.9311
C: -2.3391 0.2502 4.6108
C: -3.2633 2.8511 3.2509
C: -3.6916 0.1308 1.7978
O: -0.2685 1.3929 -0.0036
C: -0.5567 0.8576 -1.1609
C: 0.5967 0.4342 -2.0513
C: 0.4997 1.5469 -3.1610
C: -0.8698 1.6937 -3.8647
C: -1.9888 0.9440 -3.1308
C: -1.9417 1.1902 -1.6614
H: 1.8649 2.5423 5.4048
H: 0.3473 1.6037 5.3693
H: 1.8290 0.9329 4.6365
H: 0.5801 5.1430 3.7450
H: -0.6935 4.6424 2.6037
H: -0.8428 4.2315 4.3273
H: 2.9000 3.9777 2.5661
H: 3.0676 2.2687 2.0810
H: 2.0840 3.3742 1.0980
H: 1.1305 -2.5721 3.4874
H: 0.9447 -1.0397 4.3643
H: -0.4972 -1.9626 3.8898
H: 0.2184 -2.7550 0.3427
H: -1.3529 -2.2174 0.9633
H: -0.5696 -1.3247 -0.3313
H: 2.8318 -1.5033 1.2893
H: 2.4107 -0.0337 0.4001
H: 2.8633 0.0791 2.0933
H: -3.2635 0.3829 5.1958
H: -2.1657 -0.8279 4.4984
H: -1.5122 0.6654 5.2019
H: -4.3541 2.7892 3.3902
H: -2.8334 3.3281 4.1426
H: -3.0744 3.5152 2.3961
H: -4.6885 0.0341 2.2576
H: -3.8222 0.6355 0.8295
H: -3.3097 -0.8809 1.6000
H: 1.4866 0.5684 -1.4061
H: 0.7460 2.5191 -2.6506
H: 1.2745 1.3613 -3.9402
H: -1.1483 2.7602 -3.9529
H: -0.7593 1.3894 -4.9259
H: -2.9416 1.1403 -3.6278
H: -1.7674 -0.0978 -3.3384
H: -2.7070 0.6056 -1.1582
H: -2.1600 2.2362 -1.4915

Atoms 1-2, force components in eV/Å:
0.33 1.59 -0.55
-0.07 -0.54 0.42


(2)
Formula: C22H25N3O
Source: OMol25
Level of theory: wB97M-V/def2-TZVPD

Computed properties:
HOMO level in eV: -6.89

Element x y z (Å)
C: -7.0449 -1.4059 0.5176
H: -7.8483 -1.6655 -0.1206
O: -6.0437 -0.8004 -0.5512
C: -4.9090 -0.5216 -0.1499
C: -4.1090 -0.1730 -1.2596
C: -2.8932 0.3606 -0.7557
C: -2.0599 0.8348 -1.6300
C: -0.7365 1.4060 -1.5985
C: -0.2956 1.3422 -0.2380
C: -1.0354 0.7838 0.8283
C: -2.4331 0.5839 0.5526
C: -3.3476 -0.0261 1.4174
C: -4.4816 -0.7315 1.0945
H: -5.1205 -0.8445 2.0258
H: -2.9071 -0.1881 2.4142
H: -0.8149 0.7716 1.9913
C: 1.1411 1.6160 0.2099
C: 2.0794 1.2286 1.0544
C: 3.2697 2.3165 0.7581
N: 2.8120 3.2284 0.1094
N: 1.5606 2.9000 -0.5032
H: 1.0071 3.6309 -0.8774
H: 4.1192 2.3212 1.3561
C: 2.1055 0.0692 1.9589
N: 2.8591 -0.9327 0.9622
C: 4.3475 -0.9623 0.8363
C: 4.4834 -2.2428 -0.2326
C: 3.3663 -2.8647 0.0380
H: 3.0511 -3.7555 -0.6334
C: 2.2415 -2.0536 0.3638
H: 1.3375 -2.3335 0.7337
C: 1.7661 -1.4620 -1.2014
C: 2.9944 -0.6617 -1.7148
H: 3.0707 0.1390 -1.2730
C: 4.2388 -1.5552 -1.6338
H: 5.1485 -0.6326 -1.8634
H: 4.2890 -2.3107 -2.5224
H: 2.7278 -0.4871 -2.5184
H: 0.9331 -0.7148 -0.9429
H: 1.3546 -2.1383 -1.6107
H: 3.6040 -3.6649 1.1438
H: 5.3184 -2.4529 0.0835
H: 4.4382 -0.0335 0.5036
H: 4.8281 -1.3297 1.7624
H: 1.0510 -0.2612 1.9367
H: 2.8289 0.1854 2.7221
H: 0.0288 1.6466 -2.2040
H: -2.1880 0.8642 -2.7791
H: -4.4705 0.1386 -2.2259
H: -6.8331 -2.2447 0.9571
H: -7.3094 -0.6162 1.1543

Atoms 1-2, force components in eV/Å:
-0.07 4.96 -5.30
-1.02 0.19 -0.66


HOMO-LUMO gap (eV)
7.34; 6.86
Maximum force (hartree/bohr)
0.057; 0.303
LUMO energy (eV)
-4.373; -0.030